{"formula": "C5H7OP", "method": "ωB97M-V/def2-TZVPD", "e_tot_ha": -611.185465, "e_above_lowest_ev": 2.749, "elements": ["C", "C", "C", "C", "C", "O", "P", "H", "H", "H", "H", "H", "H", "H"], "positions_angstrom": [[-2.20704, 0.33615, -0.48099], [-0.96203, -0.18209, -0.88371], [-2.35363, -0.04261, 0.82787], [-0.45524, -0.85022, 0.20322], [2.64066, 0.91347, 0.25021], [-1.28395, -0.72094, 1.24047], [2.39830, -0.07378, -1.09189], [-2.74464, 0.84991, -1.11882], [-0.49836, -0.21630, -1.84896], [-3.20611, 0.09059, 1.43303], [2.88465, 0.68644, 1.29161], [3.03597, 2.00276, 0.16067], [2.26882, -1.30578, -0.52009], [0.48259, -1.48759, 0.53739]], "mulliken_charge": [-0.52, -0.20, -0.55, -0.13, -0.38, -0.28, -0.07, 0.54, 0.40, 0.42, 0.27, 0.25, -0.02, 0.26]}